9 unconnected molecules or ions with the total composition C26H66Cl4F3NO23P5 at a distorted geometry. Source: the Open Molecules 2025 dataset; level of theory: ωB97M-V/def2-TZVPD.

```
128
Properties=species:S:1:pos:R:3:lowdin_charge:R:1
C -0.77 -0.67 -0.75 -0.494
O 0.43 -0.18 -1.39 -0.130
O -0.79 -2.01 -0.91 -0.185
C -0.82 -0.18 0.73 -0.483
F 0.43 -0.24 1.28 0.097
F -1.25 1.12 0.81 0.094
F -1.66 -0.89 1.53 0.112
C 0.47 1.25 -1.53 -0.262
C 1.47 1.47 -2.67 -0.063
H 1.02 1.32 -3.65 0.064
H 1.85 2.49 -2.80 0.036
H 2.35 0.86 -2.45 0.084
H 0.83 1.66 -0.58 0.110
H -0.46 1.78 -1.75 0.117
H -1.70 -0.31 -1.24 0.127
C 0.56 -1.35 -4.66 -0.004
C -0.63 -0.60 -5.18 -0.537
O -1.01 -0.73 -6.34 0.024
N -1.26 0.29 -4.37 0.014
C -2.49 0.97 -4.70 -0.066
H 0.52 -2.40 -4.94 0.051
H 0.66 -1.36 -3.57 0.062
H 1.49 -0.95 -5.08 0.086
H -1.11 0.23 -3.37 0.092
H -3.27 0.49 -4.11 0.074
H -2.68 0.84 -5.76 0.080
H -2.53 2.04 -4.48 0.075
C 1.32 5.33 -1.01 -0.107
O 0.71 6.60 -1.19 -0.217
P 1.24 7.86 -0.31 0.395
O 1.91 7.49 0.95 -0.229
O 2.28 8.63 -1.25 -0.211
C 1.91 9.04 -2.55 -0.113
O 0.04 8.89 -0.35 -0.214
C -0.95 8.93 0.71 -0.080
H 2.41 5.33 -0.91 0.084
H 1.11 4.74 -1.90 0.078
H 0.88 4.81 -0.16 0.093
H 0.87 8.83 -2.81 0.083
H 2.50 8.47 -3.27 0.088
H 2.13 10.08 -2.78 0.087
H -1.97 8.78 0.37 0.087
H -0.79 9.93 1.10 0.091
H -0.74 8.29 1.57 0.087
C 0.99 -1.15 4.16 -0.084
O 0.88 -0.87 5.56 -0.200
P 1.59 -1.81 6.62 0.380
O 2.86 -2.39 6.17 -0.226
O 1.58 -0.98 7.97 -0.216
C 2.70 -0.27 8.49 -0.091
O 0.37 -2.85 6.82 -0.214
C 0.42 -3.82 7.86 -0.122
H 0.91 -0.23 3.59 0.079
H 0.20 -1.83 3.84 0.071
H 1.91 -1.68 3.90 0.092
H 3.32 -0.86 9.16 0.090
H 2.32 0.62 8.98 0.087
H 3.31 0.09 7.65 0.090
H 1.25 -3.59 8.53 0.079
H 0.48 -4.81 7.41 0.091
H -0.42 -4.08 8.52 0.082
C -3.87 -3.10 2.62 -0.088
O -3.72 -4.53 2.65 -0.239
P -2.34 -5.25 3.16 0.390
O -2.08 -6.45 2.38 -0.217
O -1.25 -4.09 3.09 -0.249
C -0.53 -3.88 1.86 -0.078
O -2.56 -5.41 4.73 -0.205
C -2.71 -4.28 5.59 -0.092
H -3.87 -2.72 1.60 0.070
H -3.11 -2.62 3.24 0.074
H -4.89 -2.98 2.99 0.093
H -0.13 -2.87 1.93 0.061
H -1.26 -3.78 1.06 0.073
H 0.27 -4.57 1.64 0.081
H -3.77 -4.04 5.74 0.092
H -2.08 -3.43 5.36 0.080
H -2.35 -4.67 6.54 0.082
C -8.32 -3.49 -2.04 -0.124
O -7.16 -4.29 -1.82 -0.208
P -5.79 -3.58 -2.34 0.381
O -5.81 -3.29 -3.78 -0.232
O -5.55 -2.32 -1.39 -0.231
C -4.41 -1.46 -1.52 -0.070
O -4.67 -4.63 -1.91 -0.244
C -4.54 -4.98 -0.50 -0.050
H -9.09 -4.20 -2.37 0.088
H -8.30 -2.83 -2.91 0.083
H -8.63 -2.87 -1.20 0.086
H -3.60 -1.97 -2.06 0.082
H -4.03 -1.30 -0.51 0.079
H -4.71 -0.54 -2.02 0.087
H -3.66 -4.46 -0.14 0.081
H -4.63 -6.06 -0.39 0.102
H -5.43 -4.58 -0.01 0.076
C 6.32 3.17 -0.48 -0.091
O 6.91 3.97 -1.52 -0.214
P 5.94 4.78 -2.50 0.378
O 6.61 5.43 -3.63 -0.231
O 4.80 3.74 -2.81 -0.220
C 4.00 3.75 -3.99 -0.066
O 5.29 5.78 -1.40 -0.236
C 6.00 6.87 -0.87 -0.116
H 6.49 2.12 -0.71 0.090
H 5.28 3.37 -0.25 0.085
H 6.89 3.42 0.41 0.089
H 3.35 4.63 -3.95 0.097
H 3.46 2.81 -3.98 0.068
H 4.69 3.72 -4.84 0.095
H 6.33 6.70 0.16 0.088
H 5.42 7.79 -0.80 0.085
H 6.94 7.03 -1.40 0.087
Cl -0.47 -6.80 -2.34 0.514
C -0.44 -5.00 -2.24 -0.662
C -1.63 -4.38 -2.99 -0.598
Cl -1.31 -4.66 -4.75 0.534
H 0.55 -4.67 -2.54 0.049
H -0.57 -4.81 -1.17 0.046
H -1.49 -3.31 -2.84 0.041
H -2.57 -4.81 -2.69 0.045
Cl 4.67 -1.74 -0.40 0.511
C 2.89 -1.95 -0.42 -0.649
C 2.51 -3.34 -0.86 -0.657
Cl 3.12 -4.52 0.32 0.542
H 2.58 -1.26 -1.20 0.040
H 2.41 -1.65 0.50 0.066
H 2.91 -3.72 -1.79 0.067
H 1.42 -3.38 -0.84 0.038
```

DFT total energy	-181314.6670	eV
E_HOMO	-5.9	eV
charge	-1



7 unconnected molecules or ions with the total composition C26H66N3O15P3 at a distorted geometry. Source: the Open Molecules 2025 dataset; level of theory: ωB97M-V/def2-TZVPD.

```
113
Properties=species:S:1:pos:R:3:lowdin_charge:R:1
C 2.59 2.45 -5.75 -0.096
C 3.44 2.51 -4.47 -0.232
C 2.67 1.92 -3.28 -0.182
C 3.02 2.52 -1.93 -0.077
N 2.41 3.96 -1.71 -0.183
C 2.44 4.23 -0.18 -0.111
C 2.83 5.64 0.11 -0.152
C 2.83 6.26 -1.27 -0.171
C 3.30 5.14 -2.17 -0.093
C 0.97 4.09 -2.20 0.037
H 3.04 2.87 -6.66 0.070
H 1.64 2.94 -5.57 0.065
H 2.40 1.45 -6.14 0.076
H 3.77 3.52 -4.22 0.081
H 4.37 1.99 -4.69 0.113
H 2.96 0.87 -3.21 0.130
H 1.58 2.02 -3.30 0.088
H 4.09 2.72 -1.84 0.132
H 2.63 1.88 -1.14 0.108
H 1.41 4.18 0.18 0.123
H 2.95 3.41 0.31 0.122
H 2.13 6.14 0.78 0.131
H 3.89 5.63 0.37 0.127
H 1.83 6.61 -1.55 0.114
H 3.49 7.13 -1.25 0.124
H 3.04 5.33 -3.20 0.119
H 4.35 4.87 -2.08 0.138
H 0.40 4.85 -1.66 0.109
H 0.47 3.12 -2.15 0.085
H 1.04 4.34 -3.26 0.100
C -2.29 0.55 0.08 -0.114
C -1.19 1.45 -0.39 -0.532
O 0.08 1.45 0.19 -0.364
H -1.85 -0.45 -0.07 0.057
H -3.25 0.65 -0.42 0.063
H -2.51 0.61 1.14 0.061
H -1.55 2.47 -0.19 0.080
H -1.08 1.27 -1.47 0.066
C 0.34 -1.14 3.37 0.012
C 0.56 -2.26 2.39 -0.555
O 0.92 -3.37 2.78 0.022
N 0.51 -1.99 1.09 0.013
C 1.00 -2.75 -0.03 -0.063
H 1.16 -0.78 3.98 0.096
H -0.60 -1.18 3.93 0.068
H 0.14 -0.25 2.76 0.053
H 0.24 -1.04 0.86 0.092
H 0.10 -2.96 -0.61 0.067
H 1.50 -3.62 0.38 0.089
H 1.68 -2.20 -0.68 0.075
C 1.51 2.41 3.45 -0.004
C 2.67 1.63 2.93 -0.562
O 3.69 1.46 3.63 -0.009
N 2.55 1.02 1.76 0.018
C 3.47 0.05 1.25 -0.081
H 0.87 2.91 2.72 0.066
H 1.92 3.24 4.02 0.085
H 0.92 1.73 4.07 0.049
H 1.70 1.08 1.21 0.060
H 3.14 -0.95 1.55 0.078
H 4.49 0.16 1.62 0.084
H 3.53 -0.14 0.18 0.068
C -5.96 -5.23 0.48 -0.172
O -4.67 -5.25 0.03 -0.215
P -3.74 -3.90 0.27 0.403
O -3.96 -3.27 1.56 -0.208
O -2.29 -4.47 -0.01 -0.185
C -2.07 -4.86 -1.39 -0.098
O -4.02 -3.08 -1.06 -0.222
C -4.98 -2.05 -1.18 -0.099
H -6.02 -5.73 1.45 0.092
H -6.68 -5.74 -0.16 0.089
H -6.39 -4.24 0.67 0.082
H -2.82 -5.59 -1.69 0.087
H -1.11 -5.37 -1.46 0.087
H -2.03 -4.05 -2.11 0.080
H -4.77 -1.39 -2.02 0.088
H -5.05 -1.34 -0.35 0.082
H -6.01 -2.43 -1.21 0.085
C -0.23 -0.87 -3.87 -0.093
O 0.92 -1.55 -4.35 -0.213
P 0.89 -2.99 -5.07 0.460
O 2.00 -3.32 -6.02 -0.244
O 0.67 -4.09 -3.90 -0.239
C 1.77 -4.82 -3.38 -0.100
O -0.53 -3.05 -5.86 -0.232
C -0.96 -4.28 -6.38 -0.125
H -1.09 -1.18 -4.46 0.081
H -0.10 0.20 -4.06 0.076
H -0.53 -0.97 -2.83 0.083
H 1.81 -4.62 -2.31 0.075
H 2.78 -4.60 -3.74 0.090
H 1.51 -5.86 -3.56 0.093
H -0.75 -4.21 -7.44 0.094
H -1.95 -4.66 -6.12 0.093
H -0.31 -5.14 -6.19 0.082
C -3.26 1.51 8.54 -0.125
O -1.91 1.57 8.09 -0.223
P -1.47 1.10 6.57 0.479
O -0.05 1.41 6.23 -0.230
O -1.75 -0.47 6.61 -0.230
C -0.98 -1.39 7.33 -0.120
O -2.70 1.59 5.65 -0.212
C -2.59 1.34 4.25 -0.105
H -3.80 0.66 8.12 0.085
H -3.83 2.34 8.13 0.080
H -3.38 1.59 9.62 0.088
H -1.35 -1.53 8.35 0.087
H 0.04 -1.06 7.55 0.091
H -0.90 -2.32 6.78 0.095
H -2.06 2.15 3.75 0.089
H -3.60 1.39 3.85 0.093
H -2.05 0.45 3.92 0.067
```

DFT total energy	-91084.4685	eV
E_HOMO	-6.9	eV



no.,frontier orbital gap (eV)
1,7.7103
2,6.8413